An isolated molecule of CH3NOP2S in a non-equilibrium geometry. Source: the OMol25 dataset; level of theory: ωB97M-V/def2-TZVPD.

Each line ends with the Löwdin charge.
Positions of all 9 atoms, in Å:
C1 0.622 0.946 0.623  -0.519
N1 -0.438 1.593 0.331  -0.444
S1 -1.904 0.885 -0.181  0.472
P1 -1.572 -1.170 -0.645  0.551
O1 -0.400 -1.576 0.456  -0.868
P2 1.069 -0.835 0.709  0.842
H1 1.525 1.669 0.955  0.107
H2 -0.504 -0.832 -1.734  -0.048
H3 1.602 -0.679 -0.514  -0.093

Computed properties:
**Frontier orbital gap**: 0.3279 hartree
**2S+1**: 1
**Charge**: 0
**HOMO**: -8.934 eV
**ΔE to the lowest compared entry with this formula, charge and spin**: 153.4 kJ/mol
**SMILES**: c1ns[pH]o[pH]1
**LUMO level**: 0.000 Eh
**Energy**: -1250.7612 a.u.

***

A structure of composition CH3NOS in a non-equilibrium geometry. Source: the OMol25 dataset; level of theory: ωB97M-V/def2-TZVPD.

Each line ends with the Löwdin charge.
Positions of all 7 atoms, in Å:
C1 -0.356 0.368 -0.071  -0.578
N1 -0.572 -1.074 -0.127  -0.069
O1 2.188 0.114 -0.578  -0.517
S1 1.261 -0.018 0.516  0.957
H1 -0.242 0.917 -0.987  0.061
H2 -1.119 1.005 0.578  0.123
H3 -1.160 -1.311 0.669  0.022

Computed properties:
**Frontier orbital gap (alpha / beta)**: 0.3169 / 0.3175 hartree
**2S+1**: 1
**Charge**: 0
**HOMO (alpha / beta)**: -9.408 / -9.429 eV
**ΔE to the lowest compared entry with this formula, charge and spin**: 330.0 kJ/mol
**LUMO level (alpha / beta)**: -0.029 / -0.029 Eh
**Energy**: -567.9751 a.u.

***

A cluster of 2 separate species, CH3NOS in total in a non-equilibrium geometry. Source: the OMol25 dataset; level of theory: ωB97M-V/def2-TZVPD.

Each line ends with the Löwdin charge.
Positions of all 7 atoms, in Å:
O1 2.864 -0.975 -0.065  0.165
C1 2.178 -0.141 -0.106  -0.892
S1 2.115 1.443 0.012  0.750
N1 -0.518 -0.136 0.178  0.001
H1 0.123 0.251 -0.708  0.036
H2 -0.990 -0.658 -0.398  -0.084
H3 0.204 -0.392 0.912  0.025

Computed properties:
**Frontier orbital gap**: 0.3533 hartree
**2S+1**: 1
**Charge**: 0
**HOMO**: -9.976 eV
**ΔE to the lowest compared entry with this formula, charge and spin**: 262.3 kJ/mol
**SMILES**: O=C=S.N
**LUMO level**: -0.013 Eh
**Energy**: -568.0009 a.u.